ORCA calculation (ωB97M-V with the def2-TZVPD basis set) on a single C3H6N4 molecule.

Cartesian coordinates (Å):
H  -1.8011  1.2146  -0.6555
N  -2.0752  0.4391  0.0105
C  -0.9602  -0.0834  0.4081
N  -0.7812  -1.0287  1.3520
N  0.4856  -1.5111  1.4789
C  1.1684  -0.8812  0.5995
N  0.3216  0.0242  -0.0766
C  0.6823  0.9258  -1.1216
H  -1.5166  -1.6294  1.7553
H  2.2313  -0.9828  0.3518
H  0.0967  0.7451  -2.0054
H  1.7113  0.8212  -1.3457
H  0.4370  1.9464  -0.7513

Results
HOMO-LUMO gap ... 8.8920 eV
SMILES ... [H]/N=c1/[nH]ncn1C
Relative energy (zero: lowest compared OMol25 entry of this formula, charge and spin) ... 24.5 kcal per mole
Highest occupied orbital energy ... -8.126 eV

---

ORCA calculation (ωB97M-V with the def2-TZVPD basis set) on 2 unconnected molecules or ions with the total composition C3H8NO3S.

Cartesian coordinates (Å):
C  1.2233  -1.3596  1.0360
C  -0.6681  0.3860  -1.3671
C  1.9307  -1.8942  -0.0654
N  -0.9245  -0.1184  -0.0860
O  -2.3199  -1.7895  1.0977
O  -3.4932  0.5307  0.2139
O  2.6884  -1.1772  -0.7751
S  -2.3706  -0.8937  -0.0987
H  0.7741  -2.1669  1.6794
H  1.7643  -0.7382  1.6748
H  0.1389  -0.7671  0.7308
H  -0.2261  1.3665  -1.2070
H  0.1302  -0.2189  -1.7618
H  -1.5098  0.3495  -2.0763
H  1.9678  -3.0263  -0.2920
H  -2.7870  1.1501  0.3112

Results
HOMO-LUMO gap ... 7.9866 eV
Relative energy (zero: lowest compared OMol25 entry of this formula, charge and spin) ... 94.0 kcal per mole
Highest occupied orbital energy ... -4.135 eV
Total charge ... -1

---

ORCA calculation (ωB97M-V with the def2-TZVPD basis set) on a molecular structure, C43H45ClCuN2O4PSSi.

Cartesian coordinates (Å):
Cu  -0.2734  0.1332  -0.5967
Cl  1.4889  -2.2025  -7.0133
C  1.4184  -1.8893  -5.2919
C  2.6271  -1.6820  -4.5821
C  2.6116  -1.4521  -3.2454
C  1.3848  -1.3662  -2.4850
O  1.4228  -1.1405  -1.2480
C  0.1763  -1.5919  -3.2406
C  -1.0818  -1.7242  -2.6085
N  -1.3153  -1.3983  -1.3696
C  -2.4081  -1.9024  -0.6605
C  -3.4780  -2.5827  -1.1901
C  -4.4997  -3.0953  -0.3604
C  -4.4285  -2.9747  0.9963
C  -3.3231  -2.3108  1.5837
C  -3.1644  -2.1930  2.9857
C  -2.0721  -1.5528  3.4879
C  -1.1453  -0.9888  2.5792
N  -1.2719  -1.0622  1.2834
C  -2.3271  -1.7461  0.7659
C  0.2332  -1.8564  -4.6350
H  3.5622  -1.7078  -5.1283
H  3.5284  -1.2716  -2.6978
H  -1.8670  -2.1781  -3.2210
H  -3.5533  -2.7310  -2.2585
H  -5.3390  -3.6015  -0.8206
H  -5.2004  -3.3800  1.6395
H  -3.9185  -2.6179  3.6383
H  -1.9108  -1.4442  4.5519
H  -0.2905  -0.4312  2.9523
H  -0.6907  -2.0308  -5.1753
O  2.2405  3.5298  -0.8109
S  2.0550  2.0997  -0.9079
O  1.9051  1.5772  -2.2466
O  1.0006  1.6127  0.0191
C  3.5829  1.4091  -0.2561
C  4.7213  2.0329  -0.7731
C  5.9865  1.6804  -0.3481
C  6.1284  0.7081  0.6350
C  5.0020  0.0934  1.1448
C  3.7105  0.4007  0.6966
P  2.3064  -0.5323  1.4803
C  2.6316  0.0430  3.2064
C  2.1816  1.3413  3.4732
C  2.3188  1.8948  4.7351
C  2.8946  1.1584  5.7645
C  3.3379  -0.1304  5.5131
C  3.2089  -0.6827  4.2428
C  2.9303  -2.2527  1.4974
C  3.8452  -2.7713  0.5849
C  4.1224  -4.1316  0.5491
C  3.4879  -5.0020  1.4219
C  2.5535  -4.5031  2.3203
C  2.2684  -3.1475  2.3432
H  4.5894  2.8203  -1.5035
H  6.8553  2.1761  -0.7637
H  7.1091  0.4371  1.0070
H  5.1183  -0.6562  1.9191
H  1.7224  1.9193  2.6760
H  1.9705  2.9046  4.9153
H  2.9973  1.5898  6.7526
H  3.7953  -0.7127  6.3046
H  3.5789  -1.6851  4.0643
H  4.3337  -2.1113  -0.1197
H  4.8328  -4.5104  -0.1757
H  3.7065  -6.0623  1.3922
H  2.0308  -5.1722  2.9932
H  1.5059  -2.7801  3.0229
C  -1.2595  3.6733  -0.2372
Si  -2.0516  2.0382  -0.7658
C  -3.7055  1.9894  0.2802
C  -4.6164  0.7827  0.0324
C  -3.3163  1.9685  1.7644
C  -4.5524  3.2482  0.0482
C  -2.4071  2.2329  -2.6625
C  -1.0916  1.9283  -3.3922
C  -2.8211  3.6504  -3.0750
C  -3.4670  1.2458  -3.1587
H  -1.9073  4.5155  -0.4983
H  -0.2870  3.8334  -0.7024
H  -1.0933  3.6950  0.8420
H  -4.0877  -0.1666  0.1033
H  -5.0969  0.8155  -0.9453
H  -5.4165  0.7690  0.7855
H  -2.7710  1.0613  2.0259
H  -4.2228  2.0018  2.3842
H  -2.6960  2.8222  2.0446
H  -4.9078  3.3221  -0.9812
H  -4.0069  4.1647  0.2833
H  -5.4409  3.2174  0.6944
H  -0.2853  2.6013  -3.0930
H  -1.2348  2.0373  -4.4761
H  -0.7310  0.9156  -3.2043
H  -2.0364  4.3757  -2.8510
H  -3.7370  3.9928  -2.5902
H  -2.9924  3.6819  -4.1596
H  -3.2878  0.2284  -2.7939
H  -3.4599  1.2112  -4.2564
H  -4.4739  1.5353  -2.8506

Results
HOMO-LUMO gap (alpha / beta) ... 5.7436 / 6.5094 eV
Spin multiplicity ... 2
Relative energy (zero: lowest compared OMol25 entry of this formula, charge and spin) ... 20.6 kcal per mole
Highest occupied orbital energy (alpha / beta) ... -3.911 / -4.674 eV
Total charge ... -1

---

ORCA calculation (ωB97M-V with the def2-TZVPD basis set) on a gas-phase ion, C4H12NSi (charge +1).

Cartesian coordinates (Å):
C  2.3385  1.5411  0.2048
C  2.0604  0.4686  -0.5288
Si  1.5360  -1.2146  0.1436
C  -0.3833  -1.1492  -0.2370
N  -0.9741  0.1000  0.3000
C  -2.3704  0.3444  -0.1121
H  2.6579  2.4727  -0.2348
H  2.2849  1.5295  1.2823
H  2.1741  0.5526  -1.6048
H  1.6068  -1.2500  1.6061
H  2.0914  -2.3594  -0.5554
H  -0.9191  -1.9958  0.1862
H  -0.5559  -1.1666  -1.3119
H  -0.9231  0.0672  1.3240
H  -0.3712  0.8797  -0.0041
H  -2.4243  0.4262  -1.1959
H  -2.9987  -0.4854  0.2068
H  -2.7459  1.2645  0.3312

Results
HOMO-LUMO gap ... 11.1790 eV
SMILES ... C=C[SiH2]C[NH2+]C
Relative energy (zero: lowest compared OMol25 entry of this formula, charge and spin) ... 2.1 kcal per mole
Highest occupied orbital energy ... -14.340 eV
Total charge ... +1

---

ORCA calculation (ωB97M-V with the def2-TZVPD basis set) on a molecular structure, C2H3NO2S.

Cartesian coordinates (Å):
C  -0.5730  -0.4571  -0.0597
C  0.8922  -0.5246  -0.0478
N  -1.2089  1.3000  0.1404
O  -2.3796  1.2947  0.1088
O  1.5557  0.6859  -0.2542
S  -1.7426  -1.5196  -0.1286
H  1.2400  -1.2165  -0.8265
H  1.1788  -0.9621  0.9290
H  1.0374  1.3992  0.1386

Results
HOMO-LUMO gap (alpha / beta) ... 7.4079 / 7.4076 eV
Relative energy (zero: lowest compared OMol25 entry of this formula, charge and spin) ... 107.0 kcal per mole
Highest occupied orbital energy (alpha / beta) ... -8.607 / -8.607 eV

---

ORCA calculation (ωB97M-V with the def2-TZVPD basis set) on 2 unconnected molecules or ions with the total composition CCl6NP.

Cartesian coordinates (Å):
Cl  0.2610  0.8598  -1.7770
P  1.4416  -0.3270  -0.4296
Cl  2.4505  -1.0983  -1.9429
Cl  2.7380  -1.2299  0.9498
Cl  1.7960  1.4132  0.7906
Cl  -0.1137  -1.3955  0.1435
N  -2.2010  1.7189  0.7066
C  -2.7500  0.7137  0.7281
Cl  -3.6225  -0.6550  0.8310

Results
HOMO-LUMO gap ... 9.0204 eV
SMILES ... ClP(Cl)(Cl)(Cl)Cl.N#CCl
Relative energy (zero: lowest compared OMol25 entry of this formula, charge and spin) ... 4.2 kcal per mole
Highest occupied orbital energy ... -10.529 eV

---

ORCA calculation (ωB97M-V with the def2-TZVPD basis set) on a molecular structure, C40H45CoN8S.

Cartesian coordinates (Å):
Co  0.2449  -0.1226  -0.3802
C  1.8990  -1.5939  -6.7814
C  3.0205  -0.6942  -6.3152
C  4.1763  -0.5335  -7.0727
C  5.2170  0.2844  -6.6532
C  5.1053  0.9785  -5.4585
C  3.9540  0.8524  -4.6934
C  2.9257  0.0100  -5.1099
N  1.7300  -0.1133  -4.3407
C  1.6264  -0.2503  -2.9823
N  2.7530  -0.6257  -2.3427
C  3.0386  -0.6218  -0.9517
C  2.0825  -0.3176  0.0059
C  2.4708  -0.3225  1.3397
C  3.7732  -0.6251  1.7166
C  4.7043  -0.9453  0.7370
C  4.3556  -0.9546  -0.6080
C  5.3719  -1.3085  -1.6710
N  0.5013  -0.0718  -2.3552
C  -0.5564  0.5968  -3.0632
C  -1.6879  -0.1132  -3.4471
C  -2.7434  0.5171  -4.0964
C  -2.6698  1.8749  -4.3664
C  -1.5399  2.5872  -3.9824
C  -0.4698  1.9726  -3.3303
C  0.7513  2.7818  -2.9636
H  2.1994  -2.1600  -7.6631
H  1.0038  -1.0218  -7.0527
H  1.6087  -2.3030  -6.0019
H  4.2634  -1.0728  -8.0094
H  6.1096  0.3832  -7.2611
H  5.9021  1.6348  -5.1286
H  3.8460  1.4205  -3.7740
H  0.8552  -0.0896  -4.8363
H  3.5280  -0.8266  -2.9472
H  1.7330  -0.1108  2.1121
H  4.0577  -0.6278  2.7632
H  5.7222  -1.1989  1.0185
H  6.3061  -1.6270  -1.2109
H  5.6027  -0.4541  -2.3208
H  5.0288  -2.1299  -2.3111
H  -1.7340  -1.1755  -3.2577
H  -3.6141  -0.0561  -4.3944
H  -3.4842  2.3790  -4.8770
H  -1.4781  3.6540  -4.1903
H  0.4671  3.8069  -2.7104
H  1.4519  2.8319  -3.8054
H  1.2823  2.3508  -2.1130
C  -1.2374  -2.3485  1.2938
N  -1.5815  -3.7377  1.5384
C  -0.3440  -4.5142  1.7037
N  0.5166  -4.4278  0.5165
C  0.8468  -3.0280  0.2903
N  -0.3797  -2.1838  0.0839
C  -1.1218  -2.7720  -1.0677
N  -1.4712  -4.1688  -0.8564
C  -2.2915  -4.2595  0.3626
C  -0.2325  -4.9315  -0.6418
H  -0.6987  -1.9467  2.1515
H  -2.1517  -1.7735  1.1478
H  -0.6049  -5.5550  1.8771
H  0.2013  -4.1417  2.5692
H  1.4788  -2.9312  -0.5896
H  1.3891  -2.6395  1.1473
H  -0.4954  -2.6744  -1.9519
H  -2.0381  -2.1976  -1.2036
H  -2.5514  -5.3006  0.5386
H  -3.2097  -3.6910  0.2179
H  0.3924  -4.8470  -1.5302
H  -0.4796  -5.9810  -0.4864
N  0.0547  1.7859  0.3070
S  -0.8510  2.8884  0.9969
C  -0.8590  4.3160  -0.0686
C  0.2609  5.1261  -0.2118
C  0.2183  6.1684  -1.1230
C  -0.9325  6.3924  -1.8783
C  -2.0420  5.5727  -1.7279
C  -2.0082  4.5236  -0.8164
C  -0.0344  3.5502  2.4421
C  -0.6573  4.5834  3.1352
C  -0.0179  5.1337  4.2326
C  1.2278  4.6537  4.6272
C  1.8271  3.6133  3.9337
C  1.1914  3.0468  2.8310
H  0.9907  2.1498  0.1224
H  1.1533  4.9564  0.3808
H  1.0829  6.8121  -1.2410
H  -0.9616  7.2143  -2.5843
H  -2.9374  5.7483  -2.3157
H  -2.8689  3.8719  -0.6918
H  -1.6263  4.9617  2.8167
H  -0.4908  5.9409  4.7805
H  1.7273  5.0913  5.4829
H  2.7945  3.2342  4.2417
H  1.6482  2.2236  2.2947

Results
HOMO-LUMO gap (alpha / beta) ... 8.1805 / 8.2854 eV
Spin multiplicity ... 2
Highest occupied orbital energy (alpha / beta) ... -10.310 / -10.128 eV
Total charge ... +1

---

ORCA calculation (ωB97M-V with the def2-TZVPD basis set) on a molecular structure, C37H56Cl2NPPd.

Cartesian coordinates (Å):
P  0.2438  -0.4889  -1.4192
C  1.7260  -0.0250  -2.5252
C  1.7707  -0.7592  -3.8780
C  2.9729  -0.3465  -4.7321
C  3.0722  1.1693  -4.9172
C  3.0444  1.8931  -3.5664
C  1.8227  1.4869  -2.7307
C  -1.2182  0.3321  -2.3028
C  -1.3906  0.1192  -3.8097
C  -2.7526  0.6805  -4.2369
C  -2.9346  2.1498  -3.8444
C  -2.6292  2.4102  -2.3674
C  -1.2736  1.8205  -1.9795
C  -0.0817  -2.2430  -1.9294
C  1.1069  -3.1945  -1.7586
C  0.8382  -4.4148  -2.6430
C  -0.5158  -5.0644  -2.3149
C  -1.6919  -4.0996  -2.0924
C  -1.2936  -2.8805  -1.2534
H  2.5782  -0.3553  -1.9074
H  0.8576  -0.5415  -4.4498
H  1.7977  -1.8480  -3.7447
H  2.9027  -0.8314  -5.7106
H  3.8926  -0.7284  -4.2681
H  3.9982  1.4074  -5.4534
H  2.2409  1.5251  -5.5462
H  3.9556  1.6563  -3.0039
H  3.0328  2.9764  -3.7309
H  1.8212  2.0151  -1.7641
H  0.9399  1.8013  -3.3031
H  -2.0850  -0.1261  -1.7979
H  -3.5383  0.0787  -3.7625
H  -1.3260  -0.9443  -4.0821
H  -0.6006  0.6488  -4.3637
H  -2.8865  0.5626  -5.3163
H  -3.9590  2.4662  -4.0693
H  -2.2628  2.7688  -4.4553
H  -2.6402  3.4851  -2.1540
H  -3.3886  1.9476  -1.7253
H  -1.0828  1.9509  -0.9111
H  -0.4923  2.3687  -2.5189
H  -0.2956  -2.1523  -3.0060
H  2.0678  -2.7190  -1.9932
H  1.1799  -3.5112  -0.7082
H  0.8813  -4.1272  -3.7048
H  1.6367  -5.1482  -2.4846
H  -0.3858  -5.6483  -1.3947
H  -0.7754  -5.7870  -3.0981
H  -2.5066  -4.6309  -1.5900
H  -2.0830  -3.7479  -3.0564
H  -2.1244  -2.1740  -1.1239
H  -1.0164  -3.1940  -0.2367
Pd  0.0958  -0.2249  0.7834
Cl  -2.3604  -0.2768  0.7418
Cl  2.4745  -0.8333  0.6581
C  0.7987  1.6605  0.8869
H  1.8910  1.6518  1.0130
C  -1.1011  5.3948  0.6949
C  0.3051  5.3123  0.7890
C  0.9391  4.0954  0.9633
C  0.1458  2.8977  0.9927
C  -1.2859  3.0101  1.0246
C  -1.8809  4.2430  0.8339
H  -1.5857  6.3601  0.5313
H  0.9086  6.2153  0.7074
H  2.0305  3.9956  1.0215
H  -1.8735  2.0922  1.1323
H  -2.9700  4.3030  0.7959
C  1.4918  -3.2660  3.4528
C  0.0200  -3.1265  3.8480
C  -0.4651  -4.4065  4.5323
C  -0.2488  -1.8971  4.6616
C  -0.7243  -1.9340  5.9566
C  -0.7191  -0.7799  6.7417
C  -0.2881  0.4379  6.2011
C  0.0448  0.5732  4.8714
C  0.3871  1.9530  4.3333
C  -0.8997  2.7661  4.1536
C  1.2453  2.7826  5.3067
C  -0.0333  -0.6051  3.9811
N  0.0101  -0.6411  2.6959
H  2.1506  -3.1894  4.3284
H  1.7723  -2.4911  2.7305
H  1.6580  -4.2416  2.9840
H  -0.5473  -2.9699  2.9147
H  0.0683  -4.5757  5.4748
H  -1.5381  -4.3654  4.7342
H  -0.2779  -5.2616  3.8779
H  -1.0837  -2.8690  6.3932
H  -1.0186  -0.8317  7.7879
H  -0.2490  1.3073  6.8627
H  0.8843  1.8145  3.3590
H  -1.4112  2.8554  5.1227
H  -0.6769  3.7733  3.7859
H  -1.5716  2.2805  3.4403
H  2.0991  2.2226  5.6973
H  1.6240  3.6784  4.7955
H  0.6158  3.1208  6.1411

Results
HOMO-LUMO gap (alpha / beta) ... 3.9031 / 5.2594 eV
Spin multiplicity ... 5
Highest occupied orbital energy (alpha / beta) ... 0.554 / -0.817 eV
Total charge ... -2